Computed, not measured: 15 unconnected molecules or ions with the total composition C60H165N15O15 in a non-equilibrium geometry, with the ωB97M-V functional and the def2-TZVPD basis.

The geometry in XYZ format:
```
255
Properties=species:S:1:pos:R:3:forces:R:3:mulliken_charge:R:1
C 19.64138 15.50906 10.10294 -0.993 0.367 0.866 -1.297
C 20.51866 16.74238 10.30096 1.066 -1.473 0.463 0.331
C 20.79920 17.09007 11.81140 -0.844 -0.093 -0.429 0.819
O 21.32014 18.39554 11.95344 0.180 0.076 0.066 -0.587
C 21.46414 18.78127 13.31968 -0.092 0.425 -0.469 0.148
N 21.77008 16.44234 9.56918 -0.605 1.523 -0.005 -0.717
H 18.68993 15.77392 10.56414 -0.276 -0.428 0.261 0.036
H 20.02908 14.60046 10.56364 0.135 0.036 0.169 0.314
H 19.37862 15.26528 9.07356 0.493 0.343 -0.179 0.464
H 19.93042 17.56079 9.88594 0.548 0.388 -0.266 0.181
H 21.49572 16.40744 12.29816 0.176 -0.485 -0.300 -0.144
H 19.87966 17.03592 12.39416 -0.482 -0.138 0.024 -0.029
H 21.81932 17.98280 13.97114 0.497 -0.242 -0.183 -0.011
H 20.53706 19.11112 13.78854 -0.395 -0.003 -0.277 -0.107
H 22.12090 19.65114 13.31058 0.133 -0.243 0.206 0.106
H 22.04256 15.47126 9.62260 -0.021 0.088 0.324 0.249
H 22.47830 17.06116 9.93744 0.472 -0.237 -0.215 0.338
C 16.04170 18.19049 20.69532 0.043 -0.067 0.624 -1.339
C 16.03898 16.85104 19.98150 0.317 0.505 -1.200 0.367
C 14.88156 16.77207 18.95708 -0.666 -1.654 0.810 0.407
O 13.64084 16.63604 19.67760 -0.394 0.520 -0.344 -0.435
C 12.47328 16.40030 18.87341 0.796 -0.308 0.075 -0.328
N 17.30286 16.65500 19.22708 -0.554 -0.344 -0.159 1.236
H 16.69892 18.08185 21.55808 0.107 0.343 0.115 0.311
H 15.07372 18.53804 21.05630 -0.169 -0.287 -0.005 0.591
H 16.43208 18.96648 20.03689 0.103 -0.047 -0.086 -0.037
H 15.99000 15.99984 20.66060 -0.548 0.171 0.213 0.530
H 14.98702 15.82464 18.42851 0.338 -0.133 -0.457 -0.288
H 14.83900 17.56000 18.20510 0.177 0.451 0.180 0.128
H 12.63384 15.61182 18.13813 0.349 -0.322 -0.058 -0.100
H 12.13984 17.24732 18.27388 0.095 0.466 0.313 0.323
H 11.67904 16.03552 19.52474 0.069 0.332 0.147 0.375
H 17.39978 17.45322 18.61591 0.003 0.285 -0.527 -0.731
H 18.13447 16.71136 19.79746 -0.116 -0.286 0.677 -0.429
C 21.90842 15.65420 21.85708 -0.276 0.710 0.019 -1.882
C 20.72540 15.37574 20.93382 0.725 -2.446 -0.247 2.792
C 20.85290 13.98772 20.18254 0.492 2.363 -0.453 -0.184
O 21.77092 14.21502 19.08190 -0.517 0.519 -0.889 -0.405
C 21.19572 14.92438 17.92800 -0.372 -1.256 0.165 0.486
N 19.54616 15.31712 21.79788 0.197 0.558 -0.430 -0.644
H 22.03854 14.90812 22.64100 -0.106 -0.353 -0.136 0.435
H 21.58094 16.55614 22.37412 0.443 0.303 0.189 0.484
H 22.88032 15.82856 21.39540 -0.188 -0.046 -0.268 0.345
H 20.73078 16.10572 20.12438 -0.564 0.331 0.328 -1.671
H 19.87614 13.65358 19.83270 -0.122 0.092 -0.248 -0.250
H 21.21750 13.23852 20.88530 0.526 -0.113 -0.325 0.326
H 20.96768 15.98978 17.89632 0.502 0.419 1.312 -0.240
H 20.21954 14.50452 17.68530 -0.150 -0.456 0.001 -0.179
H 21.82178 14.79980 17.04446 0.382 -0.493 0.327 -0.056
H 19.89976 14.79776 22.58864 -0.462 -0.058 0.498 0.412
H 18.88452 14.71072 21.33462 -0.503 -0.137 0.017 0.215
C 17.04726 12.65036 17.84232 -0.866 -1.166 0.459 -0.730
C 16.83072 12.30722 19.34832 0.810 0.506 -1.219 0.257
C 17.60114 11.07920 19.85296 -0.586 -1.011 -1.071 -0.865
O 17.24546 9.94670 19.02352 -0.630 2.357 0.236 -0.201
C 17.76419 8.77412 19.50652 0.121 -0.963 -0.487 -0.890
N 17.25083 13.48704 20.06394 0.031 0.613 1.279 -0.348
H 16.61929 13.62030 17.58904 0.162 0.238 0.267 0.187
H 16.44438 11.95108 17.26297 0.351 -0.210 -0.289 0.128
H 18.09264 12.60332 17.53728 -0.032 0.033 0.096 -0.086
H 15.76848 12.16830 19.54940 -0.183 -0.547 -0.345 0.474
H 17.33602 10.85656 20.88652 -0.198 0.076 0.270 0.470
H 18.69018 11.07866 19.80697 0.213 0.974 -0.021 0.272
H 18.81868 8.84306 19.77366 0.306 0.099 -0.056 0.375
H 17.64784 8.13379 18.63212 0.166 -0.795 0.516 0.255
H 17.22484 8.42704 20.38784 -0.163 -0.298 0.065 0.283
H 16.63871 13.57614 20.86235 0.184 0.003 0.620 0.336
H 17.00946 14.31416 19.53694 0.300 0.294 -0.438 -0.240
C 15.40974 22.20690 10.91934 0.432 0.396 -0.999 -1.578
C 15.03282 21.03744 11.77818 2.084 -0.143 -1.245 1.467
C 16.35631 20.49833 12.40378 -1.636 -0.847 -0.745 -0.204
O 17.19366 19.98662 11.38382 -0.235 0.886 -0.209 -0.435
C 18.53211 20.08442 11.78568 0.279 -1.371 -0.174 -0.337
N 14.15784 21.45374 12.78390 -1.303 0.167 1.972 -0.665
H 14.56666 22.57594 10.33526 -0.202 0.399 0.361 0.469
H 16.15884 21.99404 10.15668 0.077 -0.516 0.101 0.301
H 15.88544 22.96168 11.54554 -0.446 0.374 0.061 0.329
H 14.59206 20.25049 11.16618 0.200 -0.367 -0.327 -0.324
H 16.04670 19.64488 13.00700 0.220 -0.072 0.719 -0.288
H 16.84690 21.26036 13.00936 -0.032 0.136 0.023 0.316
H 18.63414 19.45015 12.66626 0.368 0.305 0.553 -0.100
H 18.86774 21.10736 11.95600 -0.025 0.097 0.080 0.354
H 19.15980 19.58722 11.04614 -0.033 0.350 -0.218 0.300
H 13.64876 20.67128 13.16950 0.040 -0.128 0.466 0.082
H 13.39624 22.04700 12.48708 0.234 0.353 -0.421 0.279
C 18.69941 23.77756 17.70960 0.536 -0.137 2.643 -1.504
C 18.47164 22.26236 18.00842 -0.672 1.577 -1.398 0.853
C 17.29902 21.93948 18.94880 -0.400 0.335 0.303 -0.078
O 17.45128 22.47372 20.24976 1.211 0.763 0.754 -0.392
C 16.45926 22.10320 21.20302 0.475 -0.189 -0.304 -0.795
N 18.24889 21.72826 16.63915 -0.481 -1.163 0.717 -0.324
H 19.49180 23.92302 16.97538 -0.058 -0.002 0.145 0.321
H 18.98349 24.21046 18.66876 0.604 0.426 0.009 0.415
H 17.83754 24.40138 17.47276 -0.437 -0.695 -0.506 0.420
H 19.31878 21.74514 18.45892 0.489 0.372 -0.162 -0.361
H 17.24862 20.85590 19.05554 -0.450 -0.216 -0.393 -0.173
H 16.37044 22.41938 18.63972 -0.319 -0.576 -0.941 0.619
H 16.76053 21.20902 21.74872 -0.074 -0.470 -0.271 0.205
H 15.50738 21.95036 20.69442 -0.204 0.008 0.211 0.405
H 16.39198 22.85452 21.98982 -0.067 0.383 -0.415 0.263
H 17.51226 22.28524 16.23018 -0.279 -0.033 -0.168 0.291
H 19.06752 21.93954 16.08660 0.195 -0.191 -0.083 -0.096
C 10.99018 16.45929 10.61746 0.536 0.756 -0.478 -0.754
C 12.10196 17.09438 9.74717 -1.678 1.093 1.864 0.758
C 13.47380 16.62516 10.10782 -0.291 -1.674 -0.559 -1.080
O 13.73444 16.75459 11.50350 -0.292 0.659 -0.626 0.772
C 15.04148 16.34538 11.86968 -0.348 0.247 0.056 -0.768
N 11.72636 16.90020 8.37162 0.939 -0.396 -0.969 -0.783
H 11.14740 15.38480 10.71158 -0.278 0.042 0.013 -0.060
H 10.07564 16.71086 10.08039 -0.305 -0.462 0.246 0.521
H 10.92690 16.94568 11.59088 0.168 -0.259 0.106 -0.041
H 12.10530 18.15702 9.98980 -0.127 0.488 0.171 0.167
H 14.14530 17.05840 9.36654 0.827 0.547 0.626 0.266
H 13.46030 15.56492 9.85520 0.325 -0.513 0.035 0.278
H 15.10910 16.24004 12.95246 -0.371 0.032 0.019 -0.533
H 15.75574 17.12576 11.60708 0.344 -0.253 -0.396 0.533
H 15.22194 15.36284 11.43360 0.531 0.022 -0.198 0.379
H 10.81576 17.27594 8.14864 -0.192 -0.067 0.409 0.263
H 12.35208 17.42844 7.78040 0.275 -0.079 -0.282 0.259
C 24.32474 21.43560 15.49908 -1.578 0.152 -1.186 -0.947
C 23.19490 22.25140 16.17720 -0.592 -0.797 1.128 0.505
C 21.74324 21.66618 16.06739 1.149 -0.594 -0.164 -0.051
O 21.20130 21.57814 14.76190 -0.547 -1.700 0.976 0.318
C 20.85522 22.76380 14.17008 1.169 1.435 -0.373 -0.871
N 23.54562 22.32314 17.61563 -0.098 1.285 -0.584 -0.817
H 24.84906 20.72092 16.13346 -0.305 0.225 0.303 0.207
H 25.05968 22.07626 15.01176 -0.059 -0.041 -0.078 0.382
H 23.76056 20.86414 14.76202 0.635 -0.292 -0.632 -0.045
H 23.10432 23.27432 15.81180 0.457 0.084 -0.205 0.616
H 21.07818 22.22164 16.72864 0.048 0.325 0.119 -0.300
H 21.76106 20.63187 16.41083 0.077 -0.045 0.184 -0.233
H 21.80958 23.12790 13.78966 -0.258 0.731 -0.868 0.366
H 20.53892 23.53526 14.87216 -0.403 0.011 0.338 0.313
H 20.09853 22.64822 13.39408 0.178 -0.231 0.013 0.002
H 23.49656 21.39860 18.01926 -0.186 -0.396 -0.256 0.336
H 24.53060 22.49472 17.47261 0.410 0.349 1.075 0.332
C 13.61896 14.22022 15.74088 -0.273 0.712 -0.225 -0.286
C 13.30544 13.11794 14.71960 1.297 -0.107 1.875 -0.103
C 13.51658 13.52162 13.25712 -0.822 0.908 0.242 0.632
O 12.95542 12.54174 12.45266 -0.026 -1.537 -0.217 -0.534
C 13.01130 12.77922 11.07256 -0.204 -0.918 -0.373 -0.611
N 14.28292 12.03798 15.02684 0.197 0.108 -1.289 -0.336
H 13.59794 13.92432 16.78974 -0.315 -0.678 -0.084 0.598
H 12.89366 15.03016 15.66328 0.044 0.252 -0.099 -0.383
H 14.62684 14.62668 15.65706 0.084 0.063 -0.522 -0.255
H 12.31124 12.73654 14.95242 -0.404 0.290 -0.677 0.406
H 14.56724 13.71004 13.03646 0.486 -0.418 0.172 -0.439
H 13.02812 14.44084 12.93384 -0.237 0.675 0.763 0.132
H 12.19438 13.40758 10.71774 0.281 0.702 0.155 0.150
H 12.81038 11.83742 10.56194 0.095 -0.261 0.204 0.381
H 14.00854 13.07190 10.74400 0.003 0.519 -0.026 0.212
H 14.23122 11.45002 14.20726 0.305 -0.603 -0.065 0.229
H 14.07078 11.44702 15.81796 -0.444 0.251 0.205 0.283
C 18.75637 10.41904 15.41224 -0.834 -0.094 -0.046 -0.794
C 17.28971 10.27830 14.90276 1.009 -1.150 -0.584 2.301
C 17.30847 9.89746 13.37636 0.031 0.689 0.660 -0.985
O 17.91018 10.93010 12.63012 0.529 -0.087 -0.952 -0.429
C 17.08119 12.04180 12.45374 -0.383 0.128 0.335 -0.377
N 16.62743 9.18820 15.63788 0.024 0.341 0.103 -0.859
H 18.75214 10.78096 16.44038 -0.022 0.289 -0.036 0.173
H 19.33078 11.08400 14.76724 -0.054 0.003 0.158 -0.279
H 19.26494 9.45734 15.47998 -0.141 -0.191 -0.385 0.487
H 16.72576 11.17766 15.15012 0.258 0.443 -0.714 -0.906
H 16.34754 9.68204 12.90910 -0.652 0.108 0.471 0.338
H 17.87542 8.98605 13.18662 0.353 0.087 0.437 0.329
H 17.52492 12.75568 11.75980 0.483 0.068 0.406 0.408
H 16.85148 12.43086 13.44570 -0.002 0.740 -0.089 -0.245
H 16.11251 11.83588 11.99836 -0.305 -0.668 -0.127 0.374
H 16.68976 9.50606 16.59452 0.202 -0.366 0.722 0.218
H 15.64120 9.32359 15.46728 -0.465 -0.388 -0.278 0.375
C 13.52236 18.27080 14.92046 0.702 0.443 -0.135 -0.823
C 12.23106 18.52624 14.18526 0.149 -1.232 0.691 0.933
C 11.07856 17.62990 14.82658 0.109 0.788 -0.886 -1.203
O 10.75402 18.11568 16.13065 0.610 0.143 -0.640 -0.357
C 9.78678 17.36658 16.82032 -0.484 0.242 -0.025 -0.836
N 11.85492 19.92036 14.22568 -0.615 -0.177 0.655 -0.693
H 13.39246 18.34782 15.99996 -0.059 -0.445 0.094 0.243
H 14.27466 19.02230 14.68090 -0.016 0.228 -0.201 0.378
H 13.95594 17.33128 14.57782 -0.140 -0.268 0.489 -0.323
H 12.41936 18.36004 13.12458 -0.371 -0.960 -0.026 -0.130
H 11.22338 16.55012 14.86116 0.593 -0.105 -0.052 0.576
H 10.24670 17.79106 14.14090 -0.628 -0.066 0.076 0.540
H 10.14929 16.39314 17.15068 0.231 -0.074 0.107 0.262
H 8.88490 17.18836 16.23469 -0.055 0.005 -0.392 0.367
H 9.46184 17.97589 17.66368 0.239 -0.170 0.167 0.268
H 10.96276 19.90754 13.75244 -0.345 0.631 -0.406 0.277
H 11.56928 20.02251 15.18904 0.003 0.812 0.496 0.329
C 24.55148 18.01249 17.69334 -0.781 -0.344 0.018 -1.147
C 24.17842 18.73288 18.96364 0.712 0.866 0.403 1.165
C 25.34348 19.59198 19.54606 -0.238 -0.972 0.899 -0.940
O 26.36822 18.81580 20.19960 -1.195 -0.117 0.031 -0.427
C 25.81814 17.94960 21.21392 1.022 -0.614 -0.449 -0.794
N 23.05380 19.62504 18.75898 0.465 0.635 -0.694 0.703
H 23.70386 17.33961 17.56340 0.286 -0.663 -0.395 -0.068
H 25.50136 17.48359 17.77118 -0.154 -0.133 -0.029 0.497
H 24.52182 18.64384 16.80530 0.301 0.310 0.197 0.061
H 23.81814 18.02816 19.71310 0.729 -0.448 0.173 0.215
H 24.95456 20.23690 20.33404 -0.416 0.316 0.050 0.592
H 25.80474 20.24692 18.80688 0.142 -0.314 -0.177 0.175
H 24.97702 18.28762 21.81920 0.048 0.848 -0.133 0.259
H 26.65472 17.69370 21.86410 -0.056 0.191 0.103 0.349
H 25.48068 17.00316 20.79146 -0.004 -0.088 -0.305 0.298
H 22.17398 19.13386 18.69006 -0.053 0.162 0.344 -0.930
H 23.07208 20.27329 19.53328 -0.922 -0.082 0.228 -0.057
C 19.62041 18.08758 16.47928 0.232 0.028 0.841 0.136
C 18.13150 18.18522 16.14698 1.339 -0.366 -1.777 0.449
C 17.50996 16.83748 15.75050 0.827 -0.272 0.846 -0.107
O 18.00844 16.39969 14.48696 -0.256 -0.538 -0.295 0.624
C 17.56480 15.06442 14.15140 -0.214 0.468 0.975 -0.444
N 17.52742 18.85277 17.25812 -1.388 -0.005 0.472 0.422
H 19.75228 17.79653 17.52139 -0.473 -0.614 0.202 -1.069
H 20.04772 19.08580 16.57456 0.186 0.226 -0.847 -0.661
H 20.24824 17.39967 15.91298 -0.226 0.289 -0.465 0.759
H 17.98962 18.79328 15.25354 0.349 0.276 -0.411 0.294
H 16.42278 16.91004 15.78032 -0.326 -0.055 -0.218 0.066
H 17.83884 16.13052 16.51219 -0.301 -0.423 0.218 -0.260
H 16.47580 15.02322 14.13040 -0.238 0.175 -0.496 -0.335
H 17.78156 14.33000 14.92712 0.556 0.057 0.417 0.549
H 18.00489 14.66950 13.23572 0.030 0.671 -0.093 -0.022
H 16.63196 19.17554 16.92038 -0.725 -0.114 0.174 0.507
H 17.96770 19.75698 17.35109 0.566 0.197 -0.101 -1.434
C 22.24106 21.73340 22.27458 1.005 -0.124 0.123 -1.496
C 20.94366 21.95212 21.57162 -0.598 -0.918 0.253 1.040
C 20.08498 20.63464 21.55668 1.307 1.286 -0.503 -0.337
O 20.66840 19.71712 20.61764 -1.329 0.653 1.010 -0.052
C 19.66214 18.83250 20.15828 1.190 -0.014 -1.569 0.287
N 20.20448 22.97088 22.26432 -1.347 0.728 0.857 -0.825
H 22.13226 21.53706 23.34122 -0.477 0.132 0.066 0.404
H 22.85620 22.62906 22.18794 0.287 -0.092 -0.073 0.412
H 22.77654 20.85913 21.90442 0.154 0.115 -0.357 0.032
H 21.04932 22.39070 20.57936 0.597 -1.110 -0.712 0.103
H 19.08326 20.97610 21.29580 -0.245 -0.460 -0.360 -0.317
H 20.06074 20.12436 22.51954 -0.016 0.333 0.321 0.384
H 20.27505 18.06252 19.68968 -0.480 -0.650 0.175 -0.885
H 19.14672 19.28964 19.31361 -0.466 0.221 0.062 0.338
H 18.91818 18.43614 20.84932 0.460 0.103 0.493 0.520
H 19.37982 23.14492 21.70778 -0.641 -0.127 0.032 0.229
H 20.65584 23.87132 22.18942 0.623 0.037 0.257 0.306
C 24.74718 14.48790 15.64902 -0.573 -1.366 0.143 -1.241
C 24.71858 13.96146 14.17664 -0.628 1.772 -0.079 0.177
C 23.36820 14.27346 13.44096 -0.367 -1.516 -0.254 0.131
O 22.41944 13.19892 13.59494 1.023 -0.271 0.697 -0.525
C 21.07530 13.50310 13.81806 0.240 0.731 -0.986 0.045
N 25.76988 14.67910 13.47738 0.601 0.379 -0.050 -0.749
H 24.05528 13.87928 16.23122 -0.175 -0.074 0.122 0.328
H 24.43790 15.51486 15.84348 -0.093 0.214 -0.765 0.038
H 25.70284 14.38520 16.16308 0.229 -0.198 -0.476 0.517
H 24.91130 12.89490 14.06088 -0.117 -0.017 0.477 0.385
H 23.54744 14.27172 12.36580 0.471 0.185 -0.197 0.254
H 22.94786 15.25874 13.64250 -0.071 0.097 0.626 -0.347
H 20.72014 14.10718 12.98318 -0.329 0.346 -0.189 -0.023
H 20.95907 14.10972 14.71616 -0.395 -0.312 0.384 0.070
H 20.50590 12.57642 13.74606 0.058 0.064 0.613 0.156
H 25.87324 14.42684 12.50488 -0.137 -0.307 -0.107 0.287
H 25.51294 15.65586 13.47222 0.210 0.334 0.040 0.253
```
Positions in Å, forces in eV/Å.

Gap between HOMO and LUMO: 9.305 eV
Multiplicity: 1
Energy: -4334.522846 hartree
LUMO energy: 0.0152 Eh
F_max: 2.74 eV/Å
Relative energy (zero: lowest compared OMol25 entry of this formula, charge and spin): 553.2 kJ/mol